Below is a cluster of 2 separate species, C2H6N2O3 in total in a non-equilibrium geometry, with properties calculated with ωB97M-V with the def2-TZVPD basis set.

Cartesian coordinates (Å):
1 C 0.240 1.721 0.210
2 C -0.254 0.643 -0.812
3 N 0.609 -0.481 -0.596
4 N -0.206 -1.382 1.366
5 O -0.505 -0.697 2.331
6 O -0.030 -2.584 1.147
7 O 0.238 -1.586 -1.205
8 H 1.068 2.052 -0.376
9 H -0.593 2.400 0.248
10 H 0.267 1.069 1.084
11 H -1.249 0.229 -0.818
12 H -0.119 0.992 -1.870
13 H 0.535 -2.375 -0.709

As for the LUMO energy (alpha / beta): -0.163 / -1.321 eV. The relative energy (zero: lowest compared OMol25 entry of this formula, charge and spin) is 195.6 kcal/mol. As for the total charge: 0. As for the highest occupied orbital energy (alpha / beta): -9.60 / -8.86 eV. Its multiplicity is 1. Its largest force on an atom is 3.96 eV/Å.



Below is a cluster of 2 separate species, C2H6N2O2 in total in a non-equilibrium geometry, with properties calculated with ωB97M-V with the def2-TZVPD basis set.

Cartesian coordinates (Å):
1 C 0.014 0.098 -1.041
2 C 0.643 0.045 0.254
3 N 2.583 0.086 -1.070
4 N 0.210 -0.763 1.329
5 O 3.568 0.754 -0.990
6 O 2.039 0.094 0.260
7 H 0.683 0.661 -1.736
8 H -0.116 -1.018 -1.456
9 H -0.951 0.656 -0.874
10 H 0.378 1.740 0.472
11 H 0.656 -0.810 2.243
12 H -0.786 -1.106 1.248

As for the LUMO energy (alpha / beta): -0.258 / -0.258 eV. The relative energy (zero: lowest compared OMol25 entry of this formula, charge and spin) is 155.4 kcal/mol. As for the total charge: 0. As for the highest occupied orbital energy (alpha / beta): -8.36 / -8.36 eV. Its multiplicity is 1. Its largest force on an atom is 5.25 eV/Å.



Below is a structure of composition C34H83CrN11O19SV in a non-equilibrium geometry, with properties calculated with ωB97M-V with the def2-TZVPD basis set.

Cartesian coordinates (Å):
1 Cr -11.485 -4.145 3.064
2 V -11.191 -1.194 5.813
3 O -9.776 -4.226 2.100
4 H -9.101 -3.902 1.473
5 O -9.884 -2.056 7.134
6 H -9.411 -2.757 7.624
7 O -11.233 -2.420 4.054
8 H -10.843 -1.632 3.629
9 C -12.551 -2.980 0.175
10 O -12.714 -3.496 1.471
11 H -11.650 -3.360 -0.307
12 H -13.401 -3.311 -0.422
13 H -12.398 -1.901 0.176
14 S -12.976 -7.629 7.215
15 O -12.689 -6.335 7.739
16 O -12.461 -7.728 5.809
17 O -12.296 -8.727 7.943
18 O -14.375 -8.063 7.382
19 C -13.002 -3.153 7.587
20 O -12.728 -2.474 6.648
21 N -14.257 -3.411 7.974
22 C -14.491 -4.431 8.996
23 C -15.475 -2.785 7.487
24 H -12.292 -3.652 8.265
25 H -14.732 -5.250 8.319
26 H -15.286 -4.178 9.698
27 H -13.536 -4.674 9.462
28 H -15.385 -2.353 6.491
29 H -16.290 -3.509 7.494
30 H -15.836 -2.063 8.221
31 C -13.892 0.500 4.521
32 O -12.883 -0.157 4.795
33 N -14.301 0.814 3.265
34 C -15.601 1.445 2.994
35 C -13.558 0.395 2.043
36 H -14.565 0.961 5.261
37 H -16.060 2.038 3.785
38 H -16.342 0.677 2.769
39 H -15.398 1.989 2.072
40 H -13.998 -0.484 1.571
41 H -13.511 1.262 1.385
42 H -12.520 0.147 2.263
43 C -6.911 -8.509 0.670
44 O -5.964 -8.965 0.055
45 N -6.884 -8.183 1.943
46 C -7.947 -7.445 2.617
47 C -5.641 -8.359 2.659
48 H -7.891 -8.199 0.275
49 H -8.567 -8.170 3.145
50 H -8.562 -6.886 1.912
51 H -7.475 -6.696 3.253
52 H -5.011 -9.131 2.217
53 H -5.144 -7.393 2.579
54 H -5.842 -8.655 3.688
55 C -10.167 -5.420 5.789
56 O -10.594 -5.158 4.658
57 N -8.902 -5.299 6.130
58 C -8.408 -5.403 7.500
59 C -7.851 -4.840 5.172
60 H -10.843 -5.753 6.591
61 H -7.606 -6.119 7.677
62 H -9.232 -5.849 8.056
63 H -8.245 -4.478 8.053
64 H -7.535 -3.899 5.623
65 H -7.035 -5.563 5.167
66 H -8.070 -4.702 4.113
67 C -9.164 -5.112 -1.058
68 O -9.044 -6.312 -0.998
69 N -8.570 -4.361 -2.014
70 C -7.881 -4.989 -3.185
71 C -8.924 -2.974 -2.093
72 H -9.715 -4.522 -0.308
73 H -6.940 -5.441 -2.870
74 H -7.625 -4.257 -3.951
75 H -8.401 -5.795 -3.704
76 H -9.736 -3.004 -2.820
77 H -9.271 -2.522 -1.164
78 H -8.010 -2.442 -2.357
79 C -13.974 -5.116 4.824
80 O -13.192 -4.368 4.140
81 N -15.154 -5.677 4.343
82 C -16.082 -6.464 5.118
83 C -15.434 -5.767 2.905
84 H -13.842 -5.322 5.897
85 H -15.767 -6.440 6.161
86 H -16.022 -7.537 4.934
87 H -17.103 -6.091 5.192
88 H -14.704 -5.274 2.264
89 H -15.495 -6.789 2.530
90 H -16.429 -5.503 2.545
91 C -16.229 -7.318 -2.351
92 O -16.545 -8.458 -2.616
93 N -16.027 -6.954 -1.064
94 C -15.457 -5.645 -0.703
95 C -16.202 -7.857 0.088
96 H -15.925 -6.528 -3.055
97 H -14.367 -5.620 -0.693
98 H -15.890 -5.231 0.208
99 H -15.676 -4.838 -1.403
100 H -15.221 -8.197 0.418
101 H -16.643 -7.281 0.901
102 H -16.748 -8.754 -0.204
103 C -11.853 -7.370 2.265
104 O -11.693 -6.170 2.522
105 N -12.044 -7.911 1.035
106 C -11.940 -9.339 0.827
107 C -12.187 -7.071 -0.220
108 H -11.600 -8.163 2.986
109 H -11.301 -9.460 -0.048
110 H -12.887 -9.781 0.516
111 H -11.537 -9.869 1.690
112 H -11.176 -7.008 -0.624
113 H -12.815 -7.627 -0.916
114 H -12.542 -6.071 0.026
115 C -8.676 2.245 -0.377
116 O -7.827 1.472 -0.930
117 N -9.687 1.710 0.412
118 C -10.536 2.400 1.327
119 C -9.894 0.296 0.341
120 H -8.754 3.317 -0.615
121 H -10.398 3.478 1.240
122 H -10.367 2.098 2.361
123 H -11.594 2.254 1.111
124 H -9.607 -0.307 -0.520
125 H -9.299 -0.090 1.169
126 H -10.965 0.214 0.527
127 C -16.647 -2.694 1.126
128 O -17.269 -2.862 0.070
129 N -17.340 -2.448 2.276
130 C -16.623 -2.415 3.580
131 C -18.779 -2.389 2.505
132 H -15.562 -2.653 1.304
133 H -16.814 -3.345 4.116
134 H -16.933 -1.555 4.174
135 H -15.551 -2.239 3.493
136 H -19.275 -3.300 2.840
137 H -18.957 -1.585 3.220
138 H -19.341 -2.057 1.632
139 C -8.964 0.925 4.250
140 O -9.941 0.440 4.714
141 N -7.833 0.329 3.763
142 C -6.635 0.996 3.348
143 C -7.714 -1.114 4.024
144 H -8.907 2.021 4.159
145 H -6.906 2.052 3.350
146 H -6.375 0.507 2.409
147 H -5.825 0.821 4.056
148 H -6.825 -1.509 3.533
149 H -7.627 -1.407 5.070
150 H -8.581 -1.596 3.571

As for the LUMO energy (alpha / beta): 1.231 / 1.205 eV. As for the total charge: -1. As for the highest occupied orbital energy (alpha / beta): -2.76 / -2.76 eV. Its multiplicity is 7. Its largest force on an atom is 7.75 eV/Å.



Below is a cluster of 6 separate species, C11H17Cl6N3O3 in total, with properties calculated with ωB97M-V with the def2-TZVPD basis set.

Cartesian coordinates (Å):
1 C 1.506 -2.655 -0.917
2 C 1.299 -2.781 -2.354
3 N 1.130 -2.842 -3.491
4 H 0.688 -3.155 -0.406
5 H 1.515 -1.592 -0.692
6 H 2.453 -3.098 -0.621
7 C 3.273 2.979 2.469
8 C 2.958 1.977 3.481
9 N 2.706 1.178 4.266
10 H 4.210 2.721 1.976
11 H 3.403 3.960 2.919
12 H 2.478 2.986 1.728
13 C -2.161 -0.632 -4.790
14 C -2.726 -1.677 -3.966
15 N -3.191 -2.473 -3.283
16 H -1.373 -0.970 -5.458
17 H -1.767 0.150 -4.143
18 H -2.936 -0.188 -5.418
19 C -1.891 -3.327 1.676
20 O -1.715 -2.854 2.998
21 C -1.168 -1.643 3.118
22 O -0.608 -1.026 2.252
23 O -1.330 -1.219 4.359
24 C -0.679 0.028 4.646
25 H -2.661 -2.753 1.157
26 H -2.206 -4.362 1.761
27 H -0.968 -3.268 1.102
28 H -0.876 0.746 3.856
29 H 0.400 -0.119 4.726
30 H -1.052 0.333 5.617
31 C -0.156 4.015 -3.323
32 Cl 0.908 4.551 -2.011
33 Cl 0.689 2.942 -4.431
34 Cl -0.830 5.391 -4.171
35 H -0.948 3.453 -2.849
36 C 0.324 0.946 -0.320
37 Cl -0.005 2.054 1.009
38 Cl 1.920 1.276 -1.018
39 Cl -0.921 0.999 -1.563
40 H 0.308 -0.049 0.105

As for the LUMO energy: 0.240 eV. The relative energy (zero: lowest compared OMol25 entry of this formula, charge and spin) is 0.0 kcal/mol. As for the total charge: 0. As for the highest occupied orbital energy: -11.18 eV. Its SMILES is COC(=O)OC.ClC(Cl)Cl.ClC(Cl)Cl.CC#N.CC#N.CC#N. Its multiplicity is 1. Its largest force on an atom is 0.75 eV/Å.



Below is a structure of composition C33H44HfIN2O5SSi in a non-equilibrium geometry, with properties calculated with ωB97M-V with the def2-TZVPD basis set.

Cartesian coordinates (Å):
1 Hf 0.353 2.366 -0.466
2 C -2.512 5.110 -2.006
3 C -2.570 4.755 -0.553
4 N -3.504 5.256 0.161
5 C -3.455 5.075 1.559
6 C -2.432 4.547 2.235
7 C -2.491 4.529 3.733
8 O -1.441 5.279 4.375
9 C -1.301 3.992 1.498
10 C -0.220 3.482 2.124
11 N 0.882 2.969 1.421
12 C 2.003 2.417 2.013
13 C 2.052 1.878 3.304
14 C 3.220 1.334 3.815
15 C 4.381 1.274 3.053
16 C 4.372 1.801 1.770
17 C 3.216 2.387 1.283
18 I 3.314 3.360 -0.615
19 C -1.495 3.848 -0.018
20 O -0.236 4.127 -0.776
21 H -3.422 5.639 -2.282
22 H -2.379 4.230 -2.635
23 H -1.644 5.753 -2.173
24 H -4.311 5.475 2.095
25 H -2.399 3.508 4.106
26 H -3.461 4.918 4.047
27 H -1.277 6.055 3.830
28 H -0.136 3.555 3.201
29 H 1.146 1.879 3.896
30 H 3.218 0.938 4.825
31 H 5.284 0.825 3.447
32 H 5.269 1.784 1.161
33 C -1.771 2.336 -0.250
34 C -2.234 1.950 -1.600
35 C -1.324 1.613 -2.627
36 C -1.714 1.032 -3.831
37 C -3.056 0.811 -4.086
38 C -3.997 1.203 -3.129
39 C -3.597 1.754 -1.922
40 H -0.256 1.797 -2.499
41 H -0.970 0.774 -4.577
42 H -3.370 0.353 -5.018
43 H -5.054 1.054 -3.328
44 H -4.329 2.034 -1.170
45 C 0.170 -1.181 2.478
46 C 1.108 -2.261 1.957
47 C 0.910 -3.551 2.734
48 C 2.561 -1.806 2.076
49 O 0.758 -2.572 0.595
50 Si 1.052 -1.891 -0.867
51 S 1.482 0.158 -0.781
52 O -0.200 -2.335 -1.816
53 C -1.572 -2.713 -1.575
54 C -2.265 -1.650 -0.737
55 C -2.215 -2.816 -2.947
56 C -1.639 -4.071 -0.877
57 O 2.404 -2.530 -1.558
58 C 2.841 -3.864 -1.845
59 C 3.695 -4.350 -0.678
60 C 1.658 -4.808 -2.058
61 C 3.681 -3.772 -3.110
62 H 0.451 -0.896 3.497
63 H -0.863 -1.540 2.483
64 H 0.223 -0.295 1.845
65 H 1.135 -3.397 3.794
66 H 1.574 -4.328 2.342
67 H -0.123 -3.896 2.637
68 H 2.806 -1.616 3.123
69 H 2.728 -0.884 1.511
70 H 3.236 -2.576 1.687
71 H -2.175 -0.678 -1.213
72 H -1.810 -1.585 0.259
73 H -3.327 -1.886 -0.621
74 H -2.154 -1.853 -3.456
75 H -3.268 -3.102 -2.854
76 H -1.693 -3.568 -3.548
77 H -1.056 -4.052 0.044
78 H -1.240 -4.856 -1.529
79 H -2.678 -4.311 -0.635
80 H 3.076 -4.440 0.220
81 H 4.489 -3.625 -0.479
82 H 4.143 -5.324 -0.899
83 H 1.069 -4.892 -1.138
84 H 2.013 -5.803 -2.344
85 H 1.005 -4.418 -2.842
86 H 4.476 -3.036 -2.967
87 H 3.056 -3.444 -3.945
88 H 4.126 -4.742 -3.354

As for the LUMO energy: 2.211 eV. The relative energy (zero: lowest compared OMol25 entry of this formula, charge and spin) is 67.9 kcal/mol. As for the total charge: -1. As for the highest occupied orbital energy: -3.38 eV. Its multiplicity is 1. Its largest force on an atom is 3.17 eV/Å.